Entry 1:
{
  "formula": "C25H26N5O3SSc",
  "method": "the ωB97M-V functional and the def2-TZVPD basis",
  "species": ["Sc", "C", "C", "C", "C", "C", "C", "C", "N", "N", "C", "C", "C", "C", "C", "C", "N", "C", "C", "C", "C", "C", "C", "N", "H", "H", "H", "H", "H", "H", "H", "H", "H", "H", "H", "H", "H", "H", "H", "H", "H", "H", "H", "H", "N", "C", "C", "C", "C", "C", "C", "S", "O", "O", "O", "H", "H", "H", "H", "H", "H"],
  "coordinates": [[0.0278, -0.4675, -0.8191], [0.3702, 1.6589, 1.3588], [-0.8141, 2.5257, 0.9682], [-1.4205, 2.3799, -0.4056], [-2.0953, 3.4615, -0.9518], [-2.7546, 3.3409, -2.1626], [-2.7852, 2.0971, -2.7888], [-2.0862, 1.0764, -2.2086], [-1.3633, 1.2021, -1.0632], [0.1575, 0.1776, 1.3181], [-1.0814, -0.2799, 1.9839], [-1.3327, -1.7226, 1.6132], [-1.9519, -2.6010, 2.4787], [-2.1686, -3.9102, 2.0720], [-1.7443, -4.3048, 0.8102], [-1.1283, -3.3748, 0.0019], [-0.9179, -2.1006, 0.3827], [1.3207, -0.4872, 1.9464], [2.5186, -0.4778, 1.0450], [3.8013, -0.4112, 1.5521], [4.8780, -0.5303, 0.6860], [4.6355, -0.7234, -0.6650], [3.3293, -0.7503, -1.1061], [2.2738, -0.6092, -0.2791], [0.6710, 1.9350, 2.3734], [1.2266, 1.8685, 0.7100], [-0.4832, 3.5586, 1.0844], [-1.6183, 2.4145, 1.7022], [-2.0817, 4.4067, -0.4261], [-3.2293, 4.1939, -2.6266], [-3.2915, 1.9491, -3.7305], [-2.0200, 0.1228, -2.7239], [-1.9196, 0.3268, 1.6384], [-1.0141, -0.1644, 3.0689], [-2.2593, -2.2643, 3.4596], [-2.6528, -4.6152, 2.7347], [-1.8855, -5.3160, 0.4567], [-0.7781, -3.6568, -0.9809], [1.0534, -1.5270, 2.1499], [1.5512, -0.0141, 2.9042], [3.9536, -0.2741, 2.6141], [5.8915, -0.4769, 1.0612], [5.4410, -0.8389, -1.3759], [3.1216, -0.8831, -2.1592], [0.1910, -1.8596, -2.6590], [0.2111, -0.7087, -3.5698], [-0.5606, -0.6496, -4.7182], [-0.6825, 0.5664, -5.3786], [-0.0657, 1.7166, -4.8910], [0.7850, 1.6300, -3.8027], [0.9084, 0.4208, -3.1351], [-0.4545, 3.3654, -5.5466], [-1.6531, 3.6441, -4.7617], [-0.6758, 3.1341, -6.9461], [0.6961, 4.1419, -5.1557], [0.9872, -2.4783, -2.8044], [-0.6383, -2.4144, -2.8591], [-1.0771, -1.5322, -5.0802], [-1.2751, 0.6508, -6.2828], [1.3247, 2.5188, -3.4960], [1.6311, 0.3647, -2.3277]],
  "atomic_forces_ev_per_a": [[0.273, 0.187, -0.711], [-0.029, -0.037, -0.055], [-0.026, -0.026, -0.002], [0.079, 0.060, -0.059], [-0.006, 0.006, -0.020], [0.031, -0.025, -0.015], [-0.057, 0.015, 0.117], [0.191, -0.082, -0.119], [-0.143, -0.175, 0.345], [-0.073, 0.080, -0.062], [-0.014, -0.024, -0.068], [0.029, 0.043, 0.009], [-0.031, -0.006, -0.018], [0.018, -0.006, -0.034], [-0.033, 0.013, 0.037], [0.009, -0.019, 0.034], [-0.154, 0.108, -0.025], [0.010, 0.020, 0.041], [0.126, 0.018, -0.214], [-0.027, -0.027, 0.009], [0.026, 0.004, 0.007], [-0.037, -0.019, -0.042], [0.049, -0.004, 0.117], [-0.275, -0.111, 0.217], [-0.001, -0.001, 0.009], [0.003, 0.026, -0.002], [0.023, -0.003, -0.020], [0.007, 0.003, 0.005], [-0.013, 0.005, -0.009], [0.009, -0.002, -0.010], [0.010, 0.044, 0.010], [-0.066, -0.013, 0.101], [0.014, -0.006, -0.013], [-0.005, 0.002, 0.009], [-0.001, -0.006, 0.000], [-0.001, 0.002, -0.003], [-0.001, 0.001, 0.006], [0.020, 0.008, 0.002], [0.038, 0.010, 0.023], [0.002, -0.014, 0.013], [0.008, -0.007, 0.000], [-0.005, -0.002, 0.002], [0.006, 0.005, 0.010], [-0.004, 0.019, -0.013], [-0.014, 0.072, -0.047], [0.074, -0.006, 0.269], [-0.087, -0.016, 0.029], [-0.068, 0.004, -0.103], [0.048, 0.099, 0.075], [-0.059, 0.059, -0.050], [-0.003, -0.059, 0.128], [0.122, -0.121, 0.004], [-0.182, -0.009, 0.090], [-0.016, 0.009, -0.021], [0.032, 0.008, -0.024], [0.039, 0.010, 0.066], [0.055, -0.093, -0.088], [-0.003, 0.014, -0.008], [-0.019, -0.017, 0.019], [-0.009, -0.008, 0.003], [0.110, -0.010, 0.049]],
  "homo_energy_ha": -0.4680,
  "energy_ha": -2626.25028,
  "charge": 2,
  "multiplicity": 1
}

=====

Entry 2:
{
  "formula": "C25H27AgBN5O4S",
  "method": "the ωB97M-V functional and the def2-TZVPD basis",
  "species": ["Ag", "N", "C", "C", "C", "C", "C", "C", "N", "C", "C", "C", "S", "C", "N", "H", "H", "H", "H", "H", "H", "H", "C", "C", "C", "C", "C", "C", "C", "C", "O", "B", "O", "C", "C", "H", "H", "H", "H", "H", "H", "H", "H", "H", "H", "H", "H", "O", "C", "N", "C", "H", "C", "N", "C", "C", "O", "H", "H", "H", "H", "H", "H", "H"],
  "coordinates": [[2.0046, -1.9567, 1.7384], [4.6516, 0.2495, 4.5192], [3.8930, 1.3359, 4.0900], [3.6525, 2.6067, 4.6093], [2.7805, 3.3992, 3.8910], [2.1739, 2.9572, 2.6963], [2.4292, 1.7033, 2.1973], [3.3115, 0.8981, 2.9034], [3.6996, -0.3888, 2.6271], [4.4588, -0.7483, 3.6033], [4.9081, -2.1520, 3.7040], [5.8457, -2.6978, 4.5071], [5.9108, -4.3804, 4.2532], [4.6604, -4.2466, 3.0858], [4.2294, -3.0410, 2.8922], [5.1385, 0.1722, 5.3938], [4.1050, 2.9578, 5.5283], [2.5517, 4.3929, 4.2541], [1.4845, 3.6114, 2.1725], [1.1764, 1.9560, 0.6385], [6.5074, -2.2081, 5.2065], [4.2681, -5.1166, 2.5720], [-3.2610, 4.4167, -3.6366], [-3.7566, 2.9934, -3.8928], [-3.5467, 2.6776, -5.3797], [-5.2576, 2.9455, -3.5755], [-3.0149, 1.9612, -3.0347], [-3.3867, 0.6222, -3.0981], [-2.7476, -0.3725, -2.3456], [-1.7191, 0.0030, -1.5146], [-0.9528, -0.7713, -0.6950], [0.0233, 0.1127, -0.0800], [-0.2811, 1.4680, -0.6006], [-1.3296, 1.3339, -1.4531], [-1.9533, 2.3184, -2.1860], [-3.8221, 5.1139, -4.2642], [-2.2015, 4.5277, -3.8825], [-3.4048, 4.7118, -2.5938], [-4.1286, 3.3639, -6.0033], [-3.8563, 1.6577, -5.6164], [-2.4922, 2.7784, -5.6493], [-5.7900, 3.7163, -4.1416], [-5.4321, 3.1173, -2.5103], [-5.6932, 1.9783, -3.8352], [-4.1950, 0.3225, -3.7561], [-3.0575, -1.4052, -2.4353], [-1.6082, 3.3411, -2.0939], [1.1766, -3.5683, 3.6629], [0.8784, -2.4916, 3.4615], [1.8495, 1.2502, 0.9430], [1.1098, -0.1510, 0.8265], [2.5878, 1.2635, 0.2404], [-2.5254, -3.9179, -0.2939], [-1.1066, -4.0766, -0.5329], [-0.6726, -4.4160, -1.8719], [-0.2147, -3.7621, 0.4184], [1.0031, -3.8449, 0.3112], [-3.0561, -4.8398, -0.5402], [-2.9320, -3.1024, -0.8914], [-2.6970, -3.6864, 0.7561], [-0.9970, -5.4233, -2.1398], [0.4102, -4.3602, -1.9134], [-1.0959, -3.7050, -2.5844], [-0.6940, -3.4047, 1.3390]],
  "atomic_forces_ev_per_a": [[0.018, 0.968, -1.246], [-0.025, 0.205, 0.160], [0.217, -0.086, 0.210], [0.013, -0.084, 0.006], [-0.095, 0.010, -0.154], [-0.063, 0.168, 0.213], [-0.125, 0.005, -0.207], [-0.079, -0.207, -0.163], [0.017, 0.173, -0.448], [0.349, -0.605, 0.359], [-0.576, 0.554, -0.356], [0.366, -0.004, 0.274], [0.051, -0.264, 0.013], [0.009, 0.098, -0.007], [0.153, -0.140, 0.159], [-0.015, -0.001, 0.019], [-0.016, -0.030, -0.047], [-0.012, -0.029, -0.024], [0.052, -0.020, 0.046], [-0.064, 0.034, -0.083], [-0.067, -0.035, -0.065], [0.037, 0.124, 0.046], [0.008, 0.063, 0.019], [0.047, -0.040, 0.048], [0.017, -0.033, -0.047], [-0.055, 0.010, 0.021], [0.060, 0.011, 0.027], [0.056, -0.085, 0.035], [-0.142, 0.048, -0.131], [0.106, -0.283, 0.144], [-0.027, 0.112, -0.026], [-0.582, 0.188, -0.496], [-0.045, -0.065, -0.030], [0.195, 0.124, 0.149], [-0.031, 0.074, -0.048], [0.023, -0.016, 0.029], [-0.061, -0.017, 0.009], [0.001, -0.014, -0.049], [0.036, -0.020, 0.035], [-0.001, 0.048, 0.004], [-0.041, -0.020, 0.012], [0.026, -0.044, 0.021], [0.005, -0.001, -0.052], [0.030, 0.047, 0.024], [0.033, 0.008, 0.034], [0.008, -0.027, 0.038], [-0.036, -0.076, -0.015], [-0.003, -0.590, 0.242], [-0.477, 0.053, 0.737], [0.048, -0.216, 0.082], [0.504, 0.047, 0.414], [0.088, -0.097, 0.027], [0.088, -0.011, -0.031], [0.039, -0.025, 0.103], [-0.086, 0.052, 0.025], [0.107, 0.064, -0.121], [-0.084, -0.127, 0.050], [-0.007, -0.005, 0.000], [-0.008, 0.044, -0.050], [0.018, -0.005, -0.020], [-0.016, -0.018, -0.008], [0.032, 0.000, 0.027], [0.006, 0.009, -0.015], [-0.027, -0.001, 0.078]],
  "homo_energy_ha": -0.1990,
  "energy_ha": -2113.60151,
  "multiplicity": 1
}